This record from OMol25 describes a structure of composition C5H8O2 in a non-equilibrium geometry. The level of theory is the ωB97M-V functional and the def2-TZVPD basis.

Element x y z (Å)
C: 1.6484 -0.6529 0.1370
C: 0.4648 0.2243 0.5339
C: 0.1621 1.4165 -0.4032
O: -0.3385 0.9070 -1.5796
C: -1.4259 0.5706 -0.7898
C: -0.9382 -0.3681 0.3420
O: -1.0690 -1.7364 0.0735
H: 2.5799 -0.0781 0.1394
H: 1.5246 -1.0797 -0.8639
H: 1.7535 -1.4816 0.8464
H: 0.6051 0.6088 1.5456
H: -0.8872 2.1784 0.0537
H: -1.8815 1.6463 -0.2955
H: -1.5636 -0.1623 1.2114
H: -0.6810 -1.9192 -0.7927

Energy in Eh: -345.5705
2S+1: 1
Net charge: 0
HOMO level in eV: -8.85
Energy above the lowest of the compared OMol25 structures with the same formula, charge and spin in kcal/mol: 147.1
Orbital gap in eV: 9.057

---

This record from OMol25 describes a cluster of 2 separate species, C5H8O2 in total in a non-equilibrium geometry. The level of theory is the ωB97M-V functional and the def2-TZVPD basis.

Element x y z (Å)
C: -0.3180 1.9311 -0.8408
C: 0.9734 1.3008 -0.2930
O: 1.7027 0.5261 -0.8426
O: 1.0906 1.6461 0.9924
H: -1.0621 1.2209 -0.7137
H: -0.0820 2.2155 -1.8954
H: -0.6890 2.7416 -0.0415
H: 1.4791 0.9207 1.4706
C: -0.9957 -0.7894 1.5975
C: -0.4083 -1.4394 0.7561
C: -0.1161 -2.2578 -0.3607
H: -1.6424 -0.3188 2.2716
H: 0.7814 -1.8605 -0.9349
H: -0.9444 -2.4762 -1.0362
H: 0.2307 -3.3608 -0.1293

Energy in Eh: -345.7125
2S+1: 1
Structure (SMILES): CC(=O)O.C#CC
Net charge: 0
HOMO level in eV: -10.06
Energy above the lowest of the compared OMol25 structures with the same formula, charge and spin in kcal/mol: 58.0
Orbital gap in eV: 10.900

---

This record from OMol25 describes an isolated molecule of C5H8O2. The level of theory is the ωB97M-V functional and the def2-TZVPD basis.

Element x y z (Å)
O: 2.8428 0.9684 0.4311
C: 1.7974 0.4139 0.2237
C: 0.8523 -0.4341 1.0763
C: -0.0911 -0.5439 -0.1521
C: -1.5464 -0.1424 -0.0678
O: -1.6944 1.2454 0.1375
C: 0.9038 0.2828 -1.0097
H: 0.5320 -0.0175 2.0379
H: 1.2635 -1.4311 1.2350
H: -0.1054 -1.5869 -0.4781
H: -2.0062 -0.7204 0.7519
H: -2.0317 -0.4602 -1.0039
H: -2.6297 1.4535 0.0236
H: 0.5374 1.2441 -1.3778
H: 1.3756 -0.2716 -1.8276

Energy in Eh: -345.7569
2S+1: 1
Structure (SMILES): O=C1CC(CO)C1
Net charge: 0
HOMO level in eV: -9.43
Energy above the lowest of the compared OMol25 structures with the same formula, charge and spin in kcal/mol: 30.2
Orbital gap in eV: 10.101

---

This record from OMol25 describes a cluster of 2 separate species, C5H8O2 in total. The level of theory is the ωB97M-V functional and the def2-TZVPD basis.

Element x y z (Å)
O: 1.7320 0.9070 -0.3287
C: 0.6742 0.3283 0.2559
C: -0.6991 0.8232 -0.1526
C: -0.8431 1.3343 -1.5651
O: 0.0801 1.6265 -2.2971
C: 0.8725 -0.5922 1.2181
C: -0.2847 -2.4048 1.1438
H: 1.4450 1.3442 -1.1549
H: -1.4533 0.0484 0.0164
H: -0.9921 1.6642 0.4960
H: -1.8833 1.4731 -1.9144
H: 0.0814 -0.9620 1.9028
H: 1.8886 -0.8670 1.4768
H: 0.4582 -2.7602 0.4044
H: -1.0765 -1.9632 0.4985

Energy in Eh: -345.6003
2S+1: 1
Net charge: 0
HOMO level in eV: -8.46
Energy above the lowest of the compared OMol25 structures with the same formula, charge and spin in kcal/mol: 128.4
Orbital gap in eV: 8.657

---

This record from OMol25 describes a cluster of 2 separate species, C5H8O2 in total in a non-equilibrium geometry. The level of theory is the ωB97M-V functional and the def2-TZVPD basis.

Element x y z (Å)
C: 1.1658 -0.0607 1.3523
O: 1.9855 -0.1891 0.3652
C: 0.5352 -0.0410 -1.2872
C: -0.1296 1.0556 -0.6288
C: -0.7117 0.3707 0.5398
C: -1.1208 -0.9690 -0.0471
O: -0.1351 -1.1518 -1.1371
H: 1.2681 0.8194 2.0161
H: 0.8406 -0.9689 1.8944
H: 1.1950 0.0476 -2.1406
H: -0.6767 1.0301 -1.6618
H: 0.3686 2.0171 -0.5284
H: -1.4581 0.8874 1.1563
H: -1.0140 -1.8174 0.6355
H: -2.1130 -1.0299 -0.5286

Energy in Eh: -345.6374
2S+1: 1
Net charge: 0
HOMO level in eV: -7.87
Energy above the lowest of the compared OMol25 structures with the same formula, charge and spin in kcal/mol: 105.1
Orbital gap in eV: 8.652

---

This record from OMol25 describes an isolated molecule of C5H8O2. The level of theory is the ωB97M-V functional and the def2-TZVPD basis.

Element x y z (Å)
C: -1.0862 0.8658 0.7770
C: -0.8334 1.1272 -0.6899
O: -0.6746 -0.1356 -1.3146
C: 0.5479 -0.6561 -0.8354
C: 0.7766 -1.7032 0.2061
C: 1.0644 -0.1811 0.4733
O: 0.1404 0.4050 1.3600
H: -1.4068 1.7563 1.3292
H: -1.8619 0.0937 0.8844
H: -1.5831 1.7283 -1.2073
H: 0.1221 1.6682 -0.7477
H: 1.2947 -0.7182 -1.6265
H: 0.0334 -2.0255 0.9223
H: 1.4276 -2.5261 -0.1049
H: 2.0389 0.3011 0.5740

Energy in Eh: -345.7075
2S+1: 1
Structure (SMILES): C1CO[C@@H]2C[C@@H]2O1
Net charge: 0
HOMO level in eV: -9.17
Energy above the lowest of the compared OMol25 structures with the same formula, charge and spin in kcal/mol: 61.1
Orbital gap in eV: 10.265

---

This record from OMol25 describes a cluster of 2 separate species, C5H8O2 in total. The level of theory is the ωB97M-V functional and the def2-TZVPD basis.

Element x y z (Å)
O: -1.1036 -1.4014 1.5849
C: -0.0580 -1.3838 0.9871
C: 1.1261 -0.5299 1.3889
C: 1.6382 0.3107 0.2388
O: 1.8400 1.4953 0.3138
H: 0.0976 -2.0224 0.0912
H: 0.8634 0.1115 2.2312
H: 1.9388 -1.2097 1.6902
H: 1.8358 -0.2395 -0.7041
C: -1.8247 0.4076 -1.0264
C: -0.9027 1.1964 -1.5684
H: -2.3967 0.7071 -0.1529
H: -2.0516 -0.5761 -1.4306
H: -0.3295 0.8921 -2.4405
H: -0.6771 2.1818 -1.1694

Energy in Eh: -345.7304
2S+1: 1
Structure (SMILES): O=CCC=O.C=C
Net charge: 0
HOMO level in eV: -10.04
Energy above the lowest of the compared OMol25 structures with the same formula, charge and spin in kcal/mol: 46.8
Orbital gap in eV: 10.679

---

This record from OMol25 describes an isolated molecule of C5H8O2. The level of theory is the ωB97M-V functional and the def2-TZVPD basis.

Element x y z (Å)
C: 0.9950 -0.8272 2.1798
C: 1.0146 -0.3032 1.0953
C: 0.9718 0.4302 -0.1852
O: 0.5197 1.7650 0.0439
C: 0.0114 -0.1958 -1.2053
C: -1.3275 -0.6282 -0.6139
O: -2.0580 0.4355 -0.0472
H: 0.9730 -1.2963 3.1393
H: 1.9840 0.4468 -0.6152
H: 1.0881 2.1553 0.7217
H: -0.1468 0.5602 -1.9822
H: 0.4995 -1.0612 -1.6686
H: -1.9490 -1.0530 -1.4102
H: -1.1471 -1.4271 0.1232
H: -1.4286 0.9992 0.4245

Energy in Eh: -345.7146
2S+1: 1
Structure (SMILES): C#C[C@H](O)CCO
Net charge: 0
HOMO level in eV: -9.97
Energy above the lowest of the compared OMol25 structures with the same formula, charge and spin in kcal/mol: 56.7
Orbital gap in eV: 10.697

---

This record from OMol25 describes an isolated molecule of C5H8O2. The level of theory is the ωB97M-V functional and the def2-TZVPD basis.

Element x y z (Å)
C: 0.4844 1.7717 -0.3409
C: 0.8765 0.3690 -0.7260
O: 1.3883 -0.5404 0.2241
C: 0.3995 -1.1139 1.0392
C: -0.7258 -1.6689 0.4089
O: -1.4052 0.2571 0.2798
C: -0.5902 0.7790 -0.7157
H: 0.5405 2.0396 0.7121
H: 0.7374 2.5740 -1.0313
H: 1.3732 0.2335 -1.6845
H: -0.5003 -0.1488 1.1884
H: 0.7940 -1.5143 1.9695
H: -0.8127 -1.7879 -0.6680
H: -1.4755 -2.1601 1.0241
H: -1.0842 0.9105 -1.6799

Energy in Eh: -345.5988
2S+1: 1
Net charge: 0
HOMO level in eV: -8.24
Energy above the lowest of the compared OMol25 structures with the same formula, charge and spin in kcal/mol: 129.4
Orbital gap in eV: 8.661

---

This record from OMol25 describes an isolated molecule of C5H8O2. The level of theory is the ωB97M-V functional and the def2-TZVPD basis.

Element x y z (Å)
C: -1.5161 1.0844 -0.3794
C: -0.0633 1.1494 0.0247
O: 0.4653 2.2152 0.2936
C: 0.7702 -0.0863 0.1572
O: 2.0887 0.1991 0.4762
C: 0.5335 -1.3086 -0.6856
C: 0.1651 -1.3306 0.7674
H: -1.7968 2.0569 -0.7886
H: -1.7291 0.2997 -1.1099
H: -2.1335 0.8985 0.5070
H: 2.0927 1.1557 0.6589
H: 1.4404 -1.8264 -0.9817
H: -0.2585 -1.3084 -1.4289
H: -0.8859 -1.3391 1.0433
H: 0.8275 -1.8595 1.4457

Energy in Eh: -345.7667
2S+1: 1
Structure (SMILES): CC(=O)C1(O)CC1
Net charge: 0
HOMO level in eV: -9.65
Energy above the lowest of the compared OMol25 structures with the same formula, charge and spin in kcal/mol: 24.0
Orbital gap in eV: 10.580

---

This record from OMol25 describes an isolated molecule of C5H8O2. The level of theory is the ωB97M-V functional and the def2-TZVPD basis.

Element x y z (Å)
C: -0.2096 0.8703 -2.2410
C: -0.1143 0.6748 -1.0551
C: 0.1015 0.3273 0.3656
C: -1.2109 0.3491 1.1464
O: 0.9323 1.2890 1.0090
C: 0.7353 -1.0983 0.4237
O: 1.4594 -1.4833 -0.7186
H: -0.2892 1.0480 -3.2919
H: -1.0099 0.0622 2.1841
H: -1.9387 -0.3447 0.7165
H: -1.6254 1.3601 1.1405
H: 1.5425 1.6645 0.3651
H: -0.0554 -1.8292 0.6568
H: 1.4486 -1.0841 1.2515
H: 0.8449 -1.4568 -1.4663

Energy in Eh: -345.7148
2S+1: 1
Structure (SMILES): C#C[C@](C)(O)CO
Net charge: 0
HOMO level in eV: -10.09
Energy above the lowest of the compared OMol25 structures with the same formula, charge and spin in kcal/mol: 56.6
Orbital gap in eV: 10.937

---

This record from OMol25 describes an isolated molecule of C5H8O2. The level of theory is the ωB97M-V functional and the def2-TZVPD basis.

Element x y z (Å)
C: -1.3545 0.0955 -0.7487
C: -0.0465 -0.2646 -0.0736
O: -0.1185 -0.2998 1.3514
C: -0.2295 0.8912 1.9616
O: -0.2767 1.9699 1.4293
C: 1.2746 0.1517 -0.6325
C: 0.8699 -1.3020 -0.6286
H: -1.2032 0.8429 -1.5331
H: -2.0307 0.5333 -0.0101
H: -1.8567 -0.7729 -1.1878
H: -0.2691 0.7290 3.0510
H: 1.2653 0.6969 -1.5721
H: 2.0419 0.4612 0.0715
H: 0.5845 -1.7701 -1.5664
H: 1.3493 -1.9623 0.0880

Energy in Eh: -345.7673
2S+1: 1
Structure (SMILES): CC1(OC=O)CC1
Net charge: 0
HOMO level in eV: -10.37
Energy above the lowest of the compared OMol25 structures with the same formula, charge and spin in kcal/mol: 23.7
Orbital gap in eV: 11.357